(1)
A single CH5N3O2 molecule at a distorted geometry. Source: OMol25; level of theory: ωB97M-V with the def2-TZVPD basis set.

The geometry in XYZ format:
```
11
Properties=species:S:1:pos:R:3:mulliken_charge:R:1
C -0.9440 -0.9266 0.0598 -0.64
N -0.0148 0.1256 -0.2132 0.00
N -0.4890 1.3855 -0.1314 -0.59
N 1.3800 -0.0749 -0.1043 1.12
O 1.7677 -1.2579 -0.0931 -0.65
O 1.9908 0.9375 0.0712 -0.60
H -1.9359 -1.1126 -0.5336 0.22
H -0.2871 -1.7553 -0.2142 0.32
H -1.0679 -0.8033 1.1483 0.29
H -0.0107 1.8950 -0.8172 0.27
H -0.3892 1.5870 0.8277 0.25
```

Computed properties:
Net charge: 0
SMILES string: CN(N)[N+](=O)[O-]
Relative energy (zero: lowest compared OMol25 entry of this formula, charge and spin) in kcal per mole: 97.8
Kohn-Sham gap in eV: 10.564
Spin multiplicity: 1



(2)
A molecular structure, C21H23Cl2CuGeN3S5 at a distorted geometry. Source: OMol25; level of theory: ωB97M-V with the def2-TZVPD basis set.

The geometry in XYZ format:
```
56
Properties=species:S:1:pos:R:3:mulliken_charge:R:1
Cu -0.7895 0.7897 0.9595 0.12
N 3.8492 0.1228 0.3297 0.00
C 2.5084 0.1082 0.6436 -0.36
N 1.7809 -0.4056 -0.2926 -0.25
C 2.6510 -0.7587 -1.3011 0.34
C 2.3962 -1.3427 -2.5379 -0.41
C 3.4751 -1.5944 -3.3672 -0.60
C 4.7837 -1.2820 -2.9802 -0.33
C 5.0564 -0.6975 -1.7536 -0.96
C 3.9737 -0.4317 -0.9257 0.50
H 4.5844 0.5076 0.8911 0.18
H 2.1101 0.4908 1.5764 0.23
H 1.3778 -1.5839 -2.8137 0.46
H 3.3102 -2.0405 -4.3407 0.35
H 5.6011 -1.5089 -3.6543 0.35
H 6.0739 -0.4627 -1.4623 0.35
C -3.7316 3.0542 0.9323 -0.30
S -3.5181 1.6640 2.0933 -0.10
C -4.2359 0.3748 1.1540 -0.26
C -3.6422 -0.4061 0.2155 0.25
S -2.0567 -0.4316 -0.4136 -0.36
S -4.7564 -1.5675 -0.5316 -0.09
C -6.2202 -1.1344 0.2927 0.09
S -7.6908 -1.8353 -0.0088 -0.37
S -5.9506 0.1005 1.4620 -0.12
H -3.5824 3.9694 1.5042 0.31
H -4.7389 3.0298 0.5198 0.38
H -2.9798 2.9729 0.1498 -0.44
Cl 1.4748 2.5914 3.2235 -0.27
C 0.4364 1.7207 4.3296 1.02
C 0.4048 2.1304 5.6405 -0.64
C -0.3916 1.4661 6.5726 -0.31
C -1.1576 0.3870 6.1338 -0.66
C -1.1277 -0.0113 4.8192 0.59
Cl -2.1554 -1.3344 4.3205 -0.25
C -0.3410 0.6224 3.7887 -0.61
N -0.2961 0.2338 2.5505 -0.53
H 1.0057 2.9810 5.9406 0.33
H -0.4283 1.7936 7.6041 0.32
H -1.7902 -0.1519 6.8294 0.34
C -0.6762 4.9022 -2.2044 -1.39
Ge -0.6753 2.9124 -1.9120 0.35
C -2.3873 2.3546 -2.7476 -1.16
C 0.7633 2.2318 -3.0990 -1.11
C -0.2945 2.4696 -0.0558 -0.85
H -0.8294 5.1444 -3.2610 0.37
H 0.2729 5.3371 -1.8833 0.38
H -1.4773 5.3701 -1.6271 0.39
H -2.4188 2.6964 -3.7867 0.42
H -3.2457 2.7800 -2.2237 0.35
H -2.4881 1.2697 -2.7273 0.29
H 0.6310 2.5581 -4.1340 0.41
H 0.7812 1.1405 -3.0764 0.14
H 1.7348 2.5864 -2.7472 0.36
H -0.6326 3.3116 0.5638 0.45
H 0.8049 2.4819 -0.0015 0.29
```

Computed properties:
Net charge: -2
Kohn-Sham gap (alpha / beta) in eV: 5.218 / 4.998
Spin multiplicity: 2
Expectation value of S²: 0.762



(3)
2 unconnected molecules or ions with the total composition C26H33BO2 at a distorted geometry. Source: OMol25; level of theory: ωB97M-V with the def2-TZVPD basis set.

The geometry in XYZ format:
```
62
Properties=species:S:1:pos:R:3:mulliken_charge:R:1
C 4.2412 -0.8848 -0.5093 -1.96
C 3.8264 0.3205 0.3316 1.67
C 5.0204 1.2414 0.5446 -1.89
O 2.8095 1.0156 -0.3584 -0.75
B 1.5641 0.5152 0.1749 1.49
C 0.6222 1.7618 0.7408 0.56
C -0.6140 1.4623 1.2939 -0.73
C -1.4571 2.4950 1.7421 -0.55
C -1.0295 3.8280 1.6519 -0.62
C 0.2436 4.1120 1.1486 -0.59
C 1.0796 3.0693 0.6982 -0.35
C 0.6033 -0.1596 -1.0502 0.77
C 0.5361 0.5914 -2.3351 -1.42
C -0.0097 -1.3298 -0.8682 -1.09
O 1.7660 -0.3695 1.2919 -0.75
C 3.0978 -0.1438 1.7010 1.68
C 3.6476 -1.4319 2.2971 -1.96
C 3.1427 0.9711 2.7459 -1.86
H 5.0904 -1.4029 -0.0480 0.37
H 3.4044 -1.5869 -0.6289 0.28
H 4.5519 -0.5406 -1.5018 0.43
H 5.8094 0.7051 1.0888 0.32
H 5.4217 1.5519 -0.4268 0.44
H 4.7444 2.1402 1.1068 0.37
H -0.9465 0.4242 1.3378 0.44
H -2.4415 2.2487 2.1486 0.38
H -1.6889 4.6385 1.9703 0.37
H 0.5998 5.1431 1.0844 0.38
H 2.0602 3.3006 0.2799 0.36
H 0.9624 1.5927 -2.2127 0.23
H 1.0776 0.0724 -3.1432 0.32
H -0.5058 0.6947 -2.6734 0.13
H -0.4920 -1.8609 -1.6923 0.19
H 0.0146 -1.8447 0.0922 0.20
H 4.6986 -1.2991 2.5829 0.31
H 3.0776 -1.6892 3.1971 0.45
H 3.5682 -2.2577 1.5828 0.37
H 4.1635 1.0791 3.1354 0.37
H 2.8078 1.9308 2.3290 0.34
H 2.4854 0.7154 3.5859 0.42
C -2.9162 -2.0807 -2.8719 -0.85
C -2.9752 -1.2551 -4.2093 -0.72
C -3.2897 0.1321 -3.7412 -0.39
C -3.3273 0.2065 -2.3553 -0.50
C -3.1426 -1.0776 -1.7848 0.71
C -3.4694 -1.4423 -0.4362 1.13
C -3.7007 -0.4431 0.5478 -0.26
C -4.0959 -0.7911 1.8378 -0.73
C -4.2657 -2.1391 2.1889 -0.37
C -4.0689 -3.1387 1.2252 -0.80
C -3.6602 -2.8034 -0.0608 -0.25
H -3.7143 -2.8358 -2.8916 0.45
H -1.9749 -2.6340 -2.7672 0.34
H -2.0172 -1.3009 -4.7479 0.32
H -3.7319 -1.7071 -4.8673 0.37
H -3.4826 0.9536 -4.4290 0.45
H -3.4988 1.1152 -1.7735 0.41
H -3.5975 0.6084 0.2689 0.05
H -4.2888 -0.0052 2.5716 0.38
H -4.5715 -2.4095 3.2006 0.41
H -4.2455 -4.1879 1.4729 0.38
H -3.5186 -3.5836 -0.8136 0.35
```

Computed properties:
Net charge: 0
Kohn-Sham gap in eV: 3.511
Spin multiplicity: 1



(4)
A molecular structure, C35H49BN9O7S4Tl at a distorted geometry. Source: OMol25; level of theory: ωB97M-V with the def2-TZVPD basis set.

The geometry in XYZ format:
```
106
Properties=species:S:1:pos:R:3:mulliken_charge:R:1
Tl 1.1555 0.8691 0.3064 1.29
C 1.8278 -3.8686 3.5319 -2.13
C 1.6568 -2.3862 3.8732 1.55
C 2.7965 -1.6370 3.1776 -1.38
C 1.7227 -2.2026 5.3907 -1.77
N 0.3252 -1.9354 3.3984 0.74
C -0.7149 -2.7917 3.0700 -0.05
C -1.7714 -2.0274 2.7576 -1.81
N -1.4192 -0.7007 2.8883 0.78
B -2.5612 0.3523 2.6102 0.08
N -3.4302 -0.1332 1.4096 0.34
C -4.7749 0.1625 1.4407 -1.53
C -5.3006 -0.0877 0.2312 -0.05
N -4.2688 -0.5519 -0.5740 0.65
C -3.1160 -0.5928 0.1665 -1.11
S -1.6253 -1.2022 -0.3423 0.27
C -4.3898 -0.8497 -2.0172 1.69
C -5.7978 -0.4892 -2.4923 -2.37
C -3.3925 0.0019 -2.8113 -1.53
C -4.1577 -2.3434 -2.2516 -1.31
N -2.1467 1.8364 2.4415 0.50
C -1.7328 2.5250 3.5641 -1.12
C -1.2374 3.7101 3.1873 -0.41
N -1.3139 3.7664 1.7980 0.57
C -1.9895 2.6607 1.3575 0.03
S -2.7404 2.4998 -0.1494 -0.38
C -0.8204 4.9420 1.0312 1.51
C -1.9575 5.9642 0.9645 -1.78
C 0.3926 5.5293 1.7600 -1.97
C -0.3454 4.5782 -0.3756 -1.98
C -0.1382 -0.6444 3.3457 0.08
S 0.7298 0.7088 3.8840 -0.30
H 2.8166 -4.1785 3.8703 0.55
H 1.7744 -4.0111 2.4507 0.37
H 1.0927 -4.5058 4.0251 0.40
H 3.7388 -2.1225 3.4427 0.53
H 2.8353 -0.5954 3.4809 0.32
H 2.6735 -1.6715 2.0958 0.15
H 2.6885 -2.5509 5.7632 0.46
H 0.9291 -2.7736 5.8797 0.37
H 1.6035 -1.1479 5.6346 0.29
H -0.6209 -3.8579 3.0335 0.48
H -2.7470 -2.3213 2.4172 0.56
H -3.2899 0.3213 3.5843 -0.25
H -5.2327 0.5714 2.3224 0.56
H -6.3036 0.0573 -0.1151 0.46
H -5.9994 0.5735 -2.3510 0.45
H -6.5657 -1.0725 -1.9810 0.50
H -5.8629 -0.7118 -3.5576 0.44
H -3.4646 1.0460 -2.5062 0.24
H -3.6177 -0.0895 -3.8775 0.52
H -2.3694 -0.3166 -2.6247 0.15
H -4.9077 -2.9320 -1.7177 0.40
H -3.1672 -2.6172 -1.8910 -0.09
H -4.2274 -2.5648 -3.3189 0.48
H -1.8098 2.0927 4.5439 0.57
H -0.7735 4.4708 3.7801 0.43
H -2.2794 6.2460 1.9703 0.36
H -2.8061 5.5320 0.4326 0.29
H -1.6251 6.8616 0.4385 0.43
H 0.1454 5.9357 2.7408 0.48
H 0.7894 6.3459 1.1569 0.49
H 1.1800 4.7820 1.8602 0.43
H -1.1500 4.2105 -1.0023 0.43
H 0.4315 3.8164 -0.3334 0.32
H 0.0896 5.4757 -0.8194 0.56
O 7.4587 2.9108 -1.2445 -0.71
C 6.3038 2.5801 -1.0162 0.25
C 5.1841 3.4863 -0.5870 0.28
O 5.2004 4.7092 -0.6080 -0.75
C 4.0723 2.6042 -0.1583 0.43
C 4.4727 1.2381 -0.3757 0.22
O 3.7640 0.2297 -0.0439 -0.70
C 5.7320 1.2065 -1.1093 0.33
O 6.2530 0.2329 -1.6799 -0.83
O 2.9695 2.9556 0.3010 -0.62
C -0.3848 1.7240 -5.1576 -0.70
N 0.6681 0.9263 -4.5626 0.29
C 1.5918 0.2745 -5.3014 -0.12
C 2.5936 -0.4138 -4.7255 -1.21
C 2.6322 -0.4449 -3.2838 0.43
N 1.7146 0.1840 -2.5548 0.44
C 0.7408 0.9202 -3.1438 -0.39
O -0.0694 1.5999 -2.5414 -0.34
N 3.5664 -1.1691 -2.6600 0.06
H -0.3532 1.6007 -6.2400 0.32
H -0.2547 2.7748 -4.8980 0.28
H -1.3539 1.4103 -4.7706 0.06
H 1.4761 0.3349 -6.3773 0.32
H 3.3333 -0.9337 -5.3140 0.42
H 4.4645 -1.2669 -3.1171 0.33
H 3.6721 -0.9410 -1.6409 -0.06
O 1.5910 -2.0947 0.2436 -0.84
S 1.2948 -2.7917 -1.0357 0.59
C 2.6997 -3.9365 -1.3511 -0.95
C 2.3105 -5.3193 -0.8469 -0.53
C 0.8207 -5.4573 -1.1591 -0.76
C 0.1860 -4.1908 -0.6092 0.36
H 3.5608 -3.4881 -0.8593 0.38
H 2.8653 -3.9269 -2.4298 0.38
H 2.4646 -5.3804 0.2335 0.20
H 2.9089 -6.1055 -1.3128 0.38
H 0.3801 -6.3574 -0.7247 0.38
H 0.6792 -5.5079 -2.2432 0.28
H 0.1695 -4.1744 0.4826 -0.26
H -0.8120 -3.9629 -0.9776 0.11
```

Computed properties:
Net charge: -2
Relative energy (zero: lowest compared OMol25 entry of this formula, charge and spin) in kcal per mole: 0.6
Kohn-Sham gap in eV: 4.665
Spin multiplicity: 1



(5)
A single C3H2N2S3 molecule at a distorted geometry. Source: OMol25; level of theory: ωB97M-V with the def2-TZVPD basis set.

The geometry in XYZ format:
```
10
Properties=species:S:1:pos:R:3:mulliken_charge:R:1
C -0.5554 -0.8091 -0.3377 -0.05
C -0.5557 0.5792 -0.1177 -0.17
C 0.6065 1.0882 -0.8066 0.34
N 1.0974 0.1620 -1.5388 -0.59
N 0.3672 -1.0323 -1.3081 0.11
S -1.5088 1.5568 0.9938 -0.13
S 1.4452 0.5648 2.4479 -0.17
S -0.2427 1.4993 2.6116 0.09
H -1.3294 -1.6303 -0.3360 0.31
H 0.6758 -1.9785 -1.6084 0.25
```

Computed properties:
Net charge: 0
Relative energy (zero: lowest compared OMol25 entry of this formula, charge and spin) in kcal per mole: 55.4
Kohn-Sham gap (alpha / beta) in eV: 7.599 / 6.430
Spin multiplicity: 1



(6)
A molecular structure, C62H49ClIN2O2P2RuS. Source: OMol25; level of theory: ωB97M-V with the def2-TZVPD basis set.

The geometry in XYZ format:
```
121
Properties=species:S:1:pos:R:3:mulliken_charge:R:1
Ru 1.5029 0.2939 0.0655 0.91
O -0.8474 0.0232 -0.8248 -0.29
S -1.4829 -1.4038 -0.7713 0.87
C -3.0153 -1.1792 -1.5751 0.10
C -3.4274 -2.2625 -2.3228 -0.62
C -4.6717 -2.2906 -2.9770 -1.45
C -5.4863 -1.2022 -2.8371 0.02
C -6.8811 -0.9434 -3.3558 -0.76
C -7.2548 0.4617 -2.8136 -0.90
C -6.0581 0.8928 -2.0040 0.27
C -5.8392 2.0027 -1.2404 -1.28
C -4.5825 2.1509 -0.6260 -0.48
C -3.5509 1.2273 -0.7304 0.57
P -1.9263 1.7804 -0.1625 2.63
C -1.1898 2.7594 -1.5036 0.16
C -0.0057 2.4084 -2.1485 -0.27
C 0.5116 3.2079 -3.1579 -0.90
C -0.1500 4.3681 -3.5350 -0.81
C -1.3369 4.7222 -2.9069 -0.91
C -1.8548 3.9234 -1.8998 -0.24
C -2.2008 2.8903 1.2271 0.36
C -3.0187 2.4417 2.2733 -0.49
C -3.2205 3.2385 3.3882 -0.77
C -2.5922 4.4765 3.4813 -0.73
C -1.7449 4.9084 2.4673 -0.77
C -1.5362 4.1169 1.3456 -0.87
C -3.8006 0.0067 -1.4458 -2.01
C -5.0493 -0.0904 -2.0801 1.51
C -1.8593 -1.8209 0.9077 0.74
C -3.1476 -1.6417 1.3712 0.16
C -3.5969 -2.1505 2.5990 -1.16
C -2.7283 -2.9071 3.3323 0.01
C -2.9255 -3.6345 4.6414 -0.76
C -1.5846 -4.3724 4.8906 -0.80
C -0.6966 -3.9462 3.7457 0.25
C 0.5965 -4.2539 3.4589 -1.14
C 1.1749 -3.6751 2.3131 0.18
C 0.5081 -2.8391 1.4346 -0.22
P 1.5215 -2.0918 0.1131 1.65
C 1.3185 -3.0742 -1.3891 0.71
C 1.1255 -4.4513 -1.3016 -0.75
C 1.0053 -5.2074 -2.4600 -0.85
C 1.0694 -4.5909 -3.7026 -0.70
C 1.2498 -3.2157 -3.7931 -0.98
C 1.3726 -2.4568 -2.6383 -0.21
C 3.2547 -2.3244 0.6201 0.58
C 4.1400 -3.1451 -0.0673 -0.72
C 5.4715 -3.2179 0.3327 -0.74
C 5.9221 -2.4669 1.4080 -0.77
C 5.0410 -1.6398 2.0992 -0.80
C 3.7145 -1.5709 1.7058 -0.32
C -0.8852 -2.5567 1.6772 -1.87
C -1.4103 -3.1045 2.8644 1.01
H -2.7710 -3.1244 -2.3935 0.72
H -4.9641 -3.1575 -3.5547 0.49
H -7.5698 -1.7140 -3.0088 0.36
H -6.9010 -0.9784 -4.4452 0.36
H -8.1585 0.4468 -2.2051 0.36
H -7.4377 1.1701 -3.6224 0.34
H -6.5899 2.7726 -1.1171 0.50
H -4.4139 3.0601 -0.0629 0.64
H 0.4942 1.4782 -1.9147 0.29
H 1.4190 2.9114 -3.6696 0.61
H 0.2488 4.9881 -4.3272 0.45
H -1.8656 5.6169 -3.2077 0.47
H -2.7849 4.2114 -1.4257 0.47
H -3.5157 1.4797 2.1979 0.53
H -3.8797 2.9034 4.1788 0.51
H -2.7690 5.1082 4.3432 0.46
H -1.2675 5.8786 2.5373 0.55
H -0.8939 4.4709 0.5486 0.42
H -3.8674 -1.1310 0.7457 0.52
H -4.6217 -1.9878 2.9087 0.62
H -3.7752 -4.3147 4.5949 0.37
H -3.1478 -2.9228 5.4393 0.26
H -1.7127 -5.4547 4.8963 0.32
H -1.1408 -4.1102 5.8513 0.33
H 1.1851 -4.9114 4.0858 0.52
H 2.2178 -3.8923 2.1291 0.67
H 1.0646 -4.9360 -0.3337 0.46
H 0.8585 -6.2776 -2.3919 0.48
H 0.9731 -5.1832 -4.6035 0.46
H 1.2855 -2.7369 -4.7636 0.52
H 1.4897 -1.3832 -2.7068 0.35
H 3.7978 -3.7277 -0.9136 0.57
H 6.1561 -3.8689 -0.1964 0.46
H 6.9566 -2.5339 1.7186 0.42
H 5.3892 -1.0636 2.9472 0.50
H 3.0206 -0.9578 2.2758 0.49
Cl 1.5184 5.2694 4.7717 -0.14
C 1.2578 3.8354 3.9165 0.90
C 0.5638 2.8019 4.5357 -0.58
C 0.2890 1.6291 3.8588 -0.30
I -0.7543 0.1009 4.7505 0.35
C 0.7162 1.4634 2.4987 -0.82
O 0.4451 0.4330 1.8170 1.48
C 1.4910 2.5306 1.8885 -0.10
N 1.9164 2.3011 0.6205 0.28
C 2.5705 3.2677 -0.0123 -0.48
C 2.8448 4.4972 0.5847 -1.35
C 2.4412 4.7253 1.8797 -1.04
C 1.7433 3.7200 2.5642 0.25
H 0.2312 2.9311 5.5573 0.55
H 2.8852 3.0535 -1.0253 0.63
H 3.3777 5.2546 0.0263 0.51
H 2.6535 5.6681 2.3667 0.55
C 5.3682 1.4457 -3.4711 -1.71
C 5.3202 0.2543 -2.5045 1.89
C 6.3695 0.4035 -1.3849 -1.40
C 5.5102 -1.0756 -3.2492 -1.40
C 3.9975 0.2330 -1.8508 -0.30
N 2.9674 0.2168 -1.3463 -0.25
H 6.3739 1.5032 -3.8866 0.45
H 5.1583 2.3891 -2.9640 0.35
H 4.6641 1.3198 -4.2937 0.39
H 7.3595 0.3901 -1.8400 0.46
H 6.3041 -0.4197 -0.6719 0.21
H 6.2521 1.3485 -0.8527 0.38
H 6.4971 -1.0679 -3.7116 0.46
H 4.7638 -1.2013 -4.0342 0.37
H 5.4533 -1.9238 -2.5649 0.20
```

Computed properties:
Net charge: +3
Relative energy (zero: lowest compared OMol25 entry of this formula, charge and spin) in kcal per mole: 40.4
Kohn-Sham gap (alpha / beta) in eV: 6.303 / 4.733
Spin multiplicity: 5
Expectation value of S²: 6.048



Energy? In order: -355.668344; -7607.027181; -1185.796694; -4172.944389; -1419.445588; -4584.876012 Eh.